[1]
40
Properties=species:S:1:pos:R:3 method="wB97M-V/def2-TZVPD" de_lowest_ev=7.069 lumo_ev=0.31 energy_ha=-1022.390221 smiles="[H]/N=C(/N)NCCC[C@H](NC(=O)[C@@H](N)CC(N)=O)C(=O)O" charge=0 homo_lumo_gap_ev=8.67
H -4.826 -1.911 -0.966
N -3.909 -2.099 -1.535
C -2.806 -2.031 -0.751
N -1.571 -2.575 -1.066
N -2.962 -1.220 0.442
C -2.214 -1.465 1.787
C -1.002 -0.634 1.804
C -1.389 0.882 1.478
C -1.233 1.140 -0.014
N 0.313 1.154 -0.367
C 1.068 0.371 -1.042
O 0.578 -0.662 -1.387
C 2.596 0.782 -1.251
N 3.003 2.021 -0.497
C 3.371 -0.574 -0.813
C 3.388 -1.089 0.538
N 4.286 -2.171 0.665
O 3.007 -0.545 1.735
C -1.411 2.636 -0.089
O -0.449 3.389 -0.299
O -2.740 2.815 0.253
H -0.771 -1.861 -1.465
H -1.721 -3.325 -1.766
H -3.924 -0.733 0.468
H -2.988 -1.366 2.585
H -1.772 -2.418 1.659
H -0.280 -1.008 0.957
H -0.369 -0.847 2.758
H -2.455 1.031 1.846
H -0.900 1.813 2.236
H -1.811 0.576 -0.699
H 0.620 2.198 -0.356
H 2.949 0.916 -2.246
H 3.079 1.678 0.555
H 2.473 2.930 -0.543
H 2.702 -1.367 -1.239
H 4.470 -0.620 -1.064
H 4.363 -2.864 -0.253
H 4.420 -2.504 1.632
H -2.742 3.832 0.114

---

[2]
32
Properties=species:S:1:pos:R:3 method="wB97M-V/def2-TZVPD" de_lowest_ev=2.788 lumo_ev=-2.41 energy_ha=-522.672707 smiles="C=CC[C@@](O)(C=C)[C@H](C)[NH+](C)C" charge=+1 homo_lumo_gap_ev=10.63
C -1.420 -2.932 -0.129
C -0.259 -2.340 -0.338
C 0.587 -1.651 0.599
C 1.065 -0.144 0.196
O 1.156 0.507 1.390
C 2.358 -0.273 -0.593
C 3.583 -0.074 -0.123
C -0.086 0.586 -0.607
C 0.330 1.919 -1.062
N -1.304 0.666 0.299
C -1.270 1.964 1.140
C -2.567 0.497 -0.451
H -1.946 -3.537 -0.899
H -1.818 -3.004 0.901
H 0.348 -2.578 -1.204
H 1.323 -2.395 0.764
H 0.210 -1.552 1.597
H 1.993 0.316 1.845
H 2.281 -0.473 -1.596
H 4.414 -0.370 -0.704
H 3.814 0.374 0.819
H -0.401 -0.012 -1.503
H 1.033 1.681 -1.777
H 0.529 2.472 -0.170
H -0.503 2.522 -1.659
H -1.300 -0.068 0.978
H -1.433 2.857 0.654
H -1.946 1.764 1.907
H -0.211 1.963 1.441
H -2.514 1.142 -1.282
H -2.697 -0.512 -0.739
H -3.347 0.686 0.308

---

[3]
33
Properties=species:S:1:pos:R:3 method="wB97M-V/def2-TZVPD" de_lowest_ev=3.294 lumo_ev=-4.07 energy_ha=-597.929018 charge=+1 homo_lumo_gap_ev=8.57
C 3.882 1.454 0.899
N 2.604 0.912 0.615
C 2.147 0.714 -0.567
C 2.859 1.335 -1.648
C 0.938 0.080 -0.870
C 0.063 -0.614 -0.042
C 0.475 -1.444 1.222
C -1.423 -0.879 -0.494
C -1.929 -2.256 -0.211
C -2.069 0.352 0.257
O -1.124 1.316 0.296
O -3.151 0.760 -0.452
C -4.253 -0.026 -0.141
H 3.890 2.025 1.752
H 4.592 0.557 1.179
H 4.268 2.155 0.110
H 2.098 0.625 1.518
H 2.605 2.428 -1.765
H 2.699 0.838 -2.641
H 3.904 1.284 -1.460
H 0.587 0.354 -1.843
H 1.361 -1.151 1.605
H -0.385 -1.369 1.915
H 0.573 -2.496 1.084
H -1.445 -0.641 -1.529
H -2.897 -2.444 -0.629
H -1.235 -2.960 -0.552
H -2.119 -2.357 0.819
H -2.478 0.124 1.298
H -1.413 2.168 0.571
H -4.120 -0.943 -0.697
H -5.194 0.476 -0.439
H -4.310 -0.378 0.840

---

[4]
31
Properties=species:S:1:pos:R:3 method="wB97M-V/def2-TZVPD" de_lowest_ev=0.000 lumo_ev="-2.52 / -5.20" energy_ha=-733.978969 multiplicity=3 charge=+1 homo_lumo_gap_ev="7.74 / 8.77"
C -0.102 -2.193 -2.016
C -0.742 -0.997 -2.697
C -1.816 -1.237 -0.635
C 0.400 -1.418 0.467
C -0.614 -2.144 -0.514
C -1.612 -0.317 -1.720
C 0.937 -0.087 0.025
C 2.219 2.228 0.999
C 0.458 0.731 2.815
C -0.524 2.443 0.663
P 0.779 1.289 1.079
H -0.320 -3.149 -2.684
H 0.947 -2.157 -2.066
H 0.082 -0.404 -3.124
H -1.492 -1.343 -3.523
H -2.663 -1.881 -0.853
H -2.083 -0.904 0.357
H -0.113 -1.373 1.374
H 1.115 -2.266 0.435
H -0.784 -3.199 -0.051
H -2.035 0.727 -1.746
H 1.641 0.129 -0.801
H 2.173 2.909 1.838
H 2.112 2.948 0.258
H 3.079 1.665 1.050
H 1.373 0.115 3.190
H -0.372 0.049 2.923
H 0.264 1.660 3.534
H -1.336 2.588 1.344
H -0.965 2.226 -0.388
H -0.007 3.361 0.465

---

[5]
38
Properties=species:S:1:pos:R:3 method="wB97M-V/def2-TZVPD" lumo_ev=-15.40 energy_ha=-1065.577462 charge=+3 homo_lumo_gap_ev=2.57
C 4.169 0.814 -1.271
C 2.987 0.241 -0.908
C 2.593 -1.214 -1.165
O 1.656 -1.566 -0.235
C 0.333 -1.145 -0.517
C -0.546 -1.076 0.750
C -1.859 -1.889 0.605
O -2.981 -1.069 0.443
C -3.228 -0.535 -0.824
O -3.002 0.861 -0.772
C -2.244 1.475 -1.762
C -1.396 2.631 -1.220
O -1.726 2.894 0.117
O 0.167 -1.603 1.855
C 0.856 -0.708 2.690
N 1.349 0.492 2.041
H 4.163 1.640 -1.996
H 5.142 0.480 -0.892
H 2.227 0.813 -0.335
H 3.504 -1.820 -1.028
H 2.289 -1.320 -2.218
H 0.373 -0.155 -1.016
H -0.080 -1.852 -1.250
H -0.877 -0.046 0.923
H -1.800 -2.665 -0.164
H -1.999 -2.397 1.559
H -2.605 -0.992 -1.604
H -4.280 -0.708 -1.052
H -1.630 0.738 -2.305
H -2.944 1.907 -2.504
H -0.321 2.380 -1.310
H -1.573 3.524 -1.836
H -1.000 3.335 0.558
H 1.703 -1.263 3.099
H 0.176 -0.457 3.551
H 2.115 0.875 2.588
H 0.634 1.214 2.038
Al -0.346 -1.834 5.369

---

[6]
40
Properties=species:S:1:pos:R:3 method="wB97M-V/def2-TZVPD" lumo_ev="-13.94 / -13.91" energy_ha=-2460.545196 charge=+3 homo_lumo_gap_ev="5.43 / 5.46"
C -2.076 5.545 -2.761
C -1.784 4.119 -2.437
H -2.814 5.888 -2.051
H -2.473 5.659 -3.764
H -1.180 6.145 -2.657
O -2.248 3.432 -1.559
Cl -0.537 3.372 -3.524
Ce 0.384 0.187 -0.668
P -1.742 -1.210 -1.494
C -3.033 -2.179 -0.689
C -2.520 0.031 -2.585
H -3.171 -0.441 -3.333
H -1.521 -2.752 -3.379
H -1.799 0.654 -3.136
H -0.055 -1.791 -3.220
H -3.611 -1.526 -0.019
H -3.120 0.757 -2.015
C -0.834 -2.314 -2.645
H -3.726 -2.659 -1.398
H -0.321 -3.140 -2.128
H -2.587 -2.958 -0.053
P 1.782 1.251 1.371
C 1.716 1.160 3.173
C 3.452 0.708 0.842
H 1.806 3.175 -0.189
H 2.570 3.596 1.342
H 0.805 3.501 1.209
C 1.745 3.022 0.900
H 3.600 0.786 -0.245
H 4.229 1.326 1.308
H 2.517 1.729 3.672
H 1.778 0.111 3.500
H 3.664 -0.341 1.098
H 0.745 1.539 3.526
C -0.854 -0.553 1.498
O -1.273 -1.054 2.459
F 0.376 -3.137 0.247
C 1.158 -1.979 0.383
F 1.619 -2.068 1.707
F 2.301 -2.248 -0.396

---

[7]
39
Properties=species:S:1:pos:R:3 method="wB97M-V/def2-TZVPD" de_lowest_ev=2.559 lumo_ev="-9.33 / -11.02" energy_ha=-3036.544356 multiplicity=5 charge=+2 homo_lumo_gap_ev="6.54 / 4.91"
C -3.718 0.748 0.282
C -2.801 0.000 -0.582
H -4.765 0.646 -0.084
H -3.444 1.818 0.276
H -3.662 0.354 1.312
O -3.182 -0.630 -1.549
I -0.066 1.607 2.253
Co -0.559 0.255 0.244
P 0.115 -1.749 1.326
C 0.927 -3.203 0.553
C 1.134 -1.557 2.820
H 1.004 -2.410 3.489
H -1.291 -3.452 2.276
H 0.875 -0.632 3.347
H -1.889 -1.816 2.658
H 2.018 -3.071 0.574
H 2.187 -1.526 2.524
C -1.472 -2.450 1.863
H 0.693 -4.088 1.159
H -2.178 -2.495 1.008
H 0.582 -3.358 -0.480
P 0.636 1.758 -1.157
C 1.598 1.336 -2.662
C -0.696 2.788 -1.842
H 1.439 3.137 0.677
H 1.927 3.802 -0.911
H 2.772 2.397 -0.258
C 1.796 2.888 -0.328
H -1.113 3.410 -1.037
H -0.268 3.449 -2.608
H 1.626 2.221 -3.310
H 1.149 0.492 -3.206
H -1.491 2.145 -2.273
H 2.634 1.101 -2.384
C -0.559 -0.776 -1.214
O -0.260 -1.453 -2.107
O 3.855 -0.961 -0.552
C 2.760 -0.569 -0.226
N 1.687 -0.157 0.132

---

[8]
44
Properties=species:S:1:pos:R:3 method="wB97M-V/def2-TZVPD" lumo_ev="-12.23 / -15.16" energy_ha=-2537.420085 multiplicity=5 charge=+3 homo_lumo_gap_ev="6.40 / 4.89"
C 1.169 -1.925 -3.470
C -0.137 -1.794 -2.737
H 1.533 -0.926 -3.596
H 1.091 -2.333 -4.436
H 1.835 -2.489 -2.780
O -0.483 -0.670 -2.395
I -1.063 -3.349 -1.698
Os 0.408 1.023 0.234
P 2.420 -0.058 0.028
C 3.449 1.271 0.767
C 2.643 -1.643 0.967
H 3.671 -1.973 0.911
H 4.537 -0.229 -1.192
H 1.997 -2.407 0.523
H 3.379 -1.459 -1.754
H 3.099 1.532 1.770
H 2.352 -1.496 2.010
C 3.489 -0.418 -1.435
H 4.485 0.922 0.796
H 3.212 0.244 -2.262
H 3.375 2.146 0.101
P -3.113 0.130 -0.069
C -4.155 1.557 0.421
C -3.798 -0.553 -1.618
H -2.754 -2.087 0.821
H -4.362 -1.403 1.290
H -2.843 -0.833 2.124
C -3.290 -1.194 1.185
H -3.657 -1.651 -1.608
H -4.872 -0.292 -1.672
H -5.222 1.395 0.192
H -3.763 2.405 -0.165
H -3.246 -0.104 -2.472
H -4.005 1.743 1.498
C 0.644 2.521 -0.822
O 0.840 3.528 -1.403
F 0.531 1.741 4.658
C 1.082 1.571 3.446
F 1.788 2.638 3.148
F 1.927 0.493 3.540
S -0.393 1.284 2.205
O -0.972 0.006 2.775
O -1.176 2.521 2.339
O -1.651 0.616 -0.166

---

[9]
40
Properties=species:S:1:pos:R:3 method="wB97M-V/def2-TZVPD" de_lowest_ev=0.000 lumo_ev="0.27 / -0.55" energy_ha=-2504.977360 multiplicity=6 charge=0 homo_lumo_gap_ev="8.77 / 8.31"
Fe -0.473 -0.461 1.400
O -1.612 -1.626 -0.251
C -0.809 -2.213 -1.285
C 0.266 -3.032 -0.621
N 1.129 -2.161 0.155
C 1.690 -2.776 1.340
C 0.570 -3.049 2.331
O 0.525 -4.080 2.962
O -0.298 -2.071 2.407
C 2.051 -1.327 -0.573
C 1.990 0.106 -0.042
O 2.550 0.994 -0.666
O 1.319 0.271 1.059
H -2.078 -0.872 -0.638
H -1.431 -2.849 -1.918
H -0.373 -1.417 -1.894
H -0.211 -3.735 0.065
H 0.811 -3.610 -1.380
H 2.235 -3.705 1.139
H 2.364 -2.060 1.815
H 3.089 -1.672 -0.493
H 1.801 -1.289 -1.633
C -2.169 3.230 -0.939
P -0.648 2.280 -0.827
C 0.130 2.339 -2.438
C 0.437 3.165 0.283
O -0.975 0.852 -0.424
H -1.972 4.278 -1.164
H -2.696 3.150 0.013
H -2.799 2.802 -1.719
H 0.231 3.372 -2.776
H -0.465 1.774 -3.156
H 1.120 1.890 -2.346
H 0.477 4.219 0.005
H 1.427 2.719 0.201
H 0.091 3.053 1.309
C -1.670 0.760 2.550
H -1.406 1.808 2.439
H -1.561 0.402 3.571
H -2.656 0.540 2.137

---

[10]
33
Properties=species:S:1:pos:R:3 method="wB97M-V/def2-TZVPD" de_lowest_ev=5.644 lumo_ev="-4.69 / -3.77" energy_ha=-502.660856 charge=+1 homo_lumo_gap_ev="7.72 / 9.11"
C 1.195 -0.395 -0.168
C -0.333 1.278 -0.958
C -1.414 0.258 -0.489
C -2.701 0.633 -1.252
C 3.696 -0.641 -0.385
C -1.020 -0.395 2.279
C 1.722 2.000 -0.069
C -1.688 -2.133 -0.396
C 2.332 -1.240 -0.005
C -1.782 0.350 1.114
N 0.880 0.822 -0.246
N -1.150 -1.024 -1.031
H -0.055 1.058 -1.971
H -0.561 2.300 -0.626
H -3.079 1.632 -0.781
H -3.369 -0.090 -1.163
H -2.504 0.706 -2.242
H 3.533 0.044 -1.239
H 4.445 -1.314 -0.807
H 3.946 0.050 0.512
H -1.156 0.234 3.205
H 0.096 -0.253 2.299
H -1.383 -1.362 2.350
H 1.821 2.458 -0.996
H 1.248 2.688 0.694
H 2.705 1.694 0.465
H -1.250 -2.998 -0.854
H -2.766 -2.085 -0.786
H -1.659 -2.017 0.770
H 2.589 -1.836 0.914
H 2.095 -2.040 -0.740
H -1.552 1.377 1.380
H -2.878 0.239 1.222

---

[11]
35
Properties=species:S:1:pos:R:3 method="wB97M-V/def2-TZVPD" de_lowest_ev=4.043 lumo_ev=-3.71 energy_ha=-653.221276 charge=+1 homo_lumo_gap_ev=8.64
C -0.058 -2.966 -1.164
C 1.162 -1.215 -0.028
C -2.963 1.379 -0.146
C -3.457 -1.020 -0.594
C 3.669 0.326 0.725
C 3.061 1.312 -1.649
C 1.663 1.797 0.378
C -2.387 -0.109 -0.031
C -1.827 -0.470 1.401
C 2.534 0.758 -0.290
N 0.750 -2.414 -0.389
N -2.633 -0.201 2.318
O 0.953 -0.914 1.171
O 1.954 -0.487 -0.730
H 0.156 -3.995 -1.217
H -0.761 -2.577 -1.876
H -3.438 1.633 0.728
H -3.698 1.289 -0.946
H -2.069 2.148 -0.299
H -4.371 -1.007 0.131
H -3.916 -0.864 -1.653
H -3.061 -1.971 -0.639
H 3.544 -0.660 1.305
H 4.533 0.060 -0.026
H 4.035 1.103 1.487
H 3.326 0.568 -2.298
H 3.966 1.856 -1.417
H 2.334 1.884 -2.190
H 1.370 1.550 1.359
H 2.284 2.801 0.411
H 0.747 1.990 -0.247
H -1.600 -0.143 -0.777
H -2.331 -0.439 3.254
H 0.055 -1.192 1.571
H -3.527 0.186 2.368

---

[12]
45
Properties=species:S:1:pos:R:3 method="wB97M-V/def2-TZVPD" de_lowest_ev=0.000 lumo_ev=1.70 energy_ha=-3150.851818 charge=-3 homo_lumo_gap_ev=1.70
Zn -4.865 0.427 -0.973
C -1.073 -0.691 3.103
C -0.525 0.461 3.945
O 0.287 0.311 4.864
O -0.954 1.589 3.852
H -1.987 -0.468 2.552
H -1.384 -1.596 3.625
H -0.389 -0.952 2.295
C -0.963 -0.524 -0.973
C -2.425 -0.112 -0.998
O -2.803 0.874 -1.617
O -3.306 -0.832 -0.488
H -0.721 -0.891 0.024
H -0.303 0.256 -1.354
H -0.844 -1.342 -1.684
C 2.435 2.165 -2.646
C 1.285 2.723 -3.515
O 1.072 3.984 -3.482
O 0.420 2.123 -4.113
H 2.120 1.946 -1.625
H 3.236 2.899 -2.561
H 2.729 1.199 -3.059
C 1.075 -3.372 -0.232
C 2.061 -4.354 -0.839
O 3.002 -4.865 -0.245
O 2.056 -4.746 -2.039
H 0.165 -3.417 -0.830
H 1.435 -2.344 -0.275
H 0.883 -3.641 0.807
C 2.235 0.599 1.240
C 2.724 1.175 2.522
O 2.396 2.321 2.737
O 3.690 0.662 3.157
H 2.777 1.169 0.486
H 1.163 0.481 1.084
H 2.640 -0.407 1.130
O -1.850 3.511 -2.266
H -1.981 4.124 -1.542
H -2.191 2.678 -1.939
O -2.600 -3.420 -0.571
H -2.022 -3.598 -1.313
H -2.680 -2.466 -0.553
O -1.743 2.338 1.249
H -1.682 1.973 2.131
H -2.597 2.050 0.928